(1)
{"formula": "C4H10I2N", "method": "ωB97M-V/def2-TZVPD", "homo_lumo_gap_ev": 7.73, "fmax_ha_per_bohr": 0.09339, "relative_energy_ev": 2.189, "mol_weight_g_mol": 325.94, "homo_energy_ev": -12.63, "lumo_energy_ha": -0.1801, "total_charge": 1, "multiplicity": 1, "species": ["C", "C", "C", "C", "N", "I", "I", "H", "H", "H", "H", "H", "H", "H", "H", "H", "H"], "positions_angstrom": [[1.8583, 0.8217, 0.7584], [1.3411, -1.2282, -0.5422], [0.1162, 0.7496, -0.7777], [-2.4612, 0.0301, 0.1758], [1.0871, 0.1460, -0.2921], [-3.4491, -1.9172, 0.0725], [-3.6123, 1.7882, -0.0622], [1.6836, 1.8769, 0.6961], [1.8071, 0.4202, 1.7935], [2.8827, 0.7088, 0.3683], [1.9139, -1.3324, -1.3762], [1.8198, -1.6981, 0.3957], [0.4563, -1.7965, -0.7971], [-0.5278, 0.3013, -1.4818], [-1.3646, -0.2260, -0.4178], [-0.2881, 1.6769, -0.6095], [-2.3060, 0.0395, 1.3365]], "forces_ev_per_angstrom": [[2.10, -0.28, -0.50], [-0.27, -2.14, 2.95], [-1.34, -0.77, -2.08], [2.20, -1.97, 2.08], [-0.03, 0.89, 2.54], [0.10, 0.65, -0.35], [0.38, -0.26, -0.62], [-0.47, 0.46, 0.28], [-0.43, -0.03, -0.96], [0.01, 0.00, 0.70], [2.30, -0.24, -2.13], [-0.65, 0.75, -1.69], [-0.61, 0.17, 0.34], [0.37, -0.86, -1.58], [-4.17, 0.96, 2.19], [0.15, 2.62, 1.23], [0.36, 0.06, -2.41]], "lowdin_charge": [0.033, 0.022, 0.078, -1.270, -0.183, 0.682, 0.773, 0.101, 0.133, 0.122, 0.083, 0.159, 0.110, 0.098, -0.015, 0.097, -0.024]}



(2)
{"formula": "C5H15NO", "method": "ωB97M-V/def2-TZVPD", "homo_lumo_gap_ev": [2.57, 8.37], "fmax_ha_per_bohr": 0.05070, "relative_energy_ev": 1.404, "mol_weight_g_mol": 105.18, "homo_energy_ev": [1.11, -5.08], "lumo_energy_ha": [0.1352, 0.1210], "total_charge": -1, "multiplicity": 2, "species": ["C", "N", "C", "C", "C", "C", "H", "H", "H", "H", "H", "H", "H", "H", "H", "H", "H", "H", "H", "H", "H", "O"], "positions_angstrom": [[-0.0913, 1.1613, -1.6307], [0.0958, 0.7804, -0.2630], [-0.6286, -0.3798, 0.1950], [-0.3928, -0.8189, 1.6785], [1.0898, -1.0455, 1.9582], [-1.2068, -2.0796, 1.8365], [0.3149, 0.5430, -2.4487], [-1.1967, 1.1195, -1.8791], [0.3677, 2.1347, -1.7560], [0.0365, 1.5691, 0.3621], [-1.7058, -0.4883, 0.0067], [-0.2752, -1.2483, -0.4159], [-0.6105, -0.0191, 2.4190], [1.1384, -1.1901, 3.0875], [1.3828, -1.9905, 1.4962], [1.5495, -0.1107, 1.6670], [-2.1246, -2.0912, 2.4404], [-1.4350, -2.5424, 0.8309], [-0.5784, -2.9613, 2.0876], [0.6969, 3.2370, -3.6964], [2.1307, 3.1259, -3.6505], [1.4425, 3.2947, -4.3253]], "forces_ev_per_angstrom": [[-1.56, -0.23, -0.60], [0.27, -1.06, 0.67], [0.82, -1.08, 0.06], [0.20, 0.84, -0.73], [-1.21, -0.46, 1.70], [-0.02, -2.45, -0.89], [0.44, -0.36, 0.82], [0.77, 0.72, -0.03], [-0.29, 0.49, -0.22], [-0.24, 0.13, -0.06], [-0.37, 1.00, -0.06], [0.16, 0.44, 0.33], [-0.79, -0.33, -0.65], [0.42, 0.16, -1.25], [0.64, 0.45, -0.29], [0.94, -0.32, -0.20], [0.37, 0.23, -0.15], [-0.51, 1.13, 0.55], [-0.06, 0.66, 1.07], [-0.37, 0.16, -0.44], [0.36, 0.07, -0.42], [0.02, -0.17, 0.78]], "lowdin_charge": [-0.404, -0.144, -0.289, -0.456, -0.121, -0.122, 0.046, 0.052, -0.019, 0.059, 0.096, 0.117, 0.126, 0.087, 0.071, 0.053, 0.069, 0.080, 0.069, -0.048, -0.052, -0.271]}



(3)
{"formula": "C31H71IN3O6", "method": "ωB97M-V/def2-TZVPD", "homo_lumo_gap_ev": 4.55, "fmax_ha_per_bohr": 0.00823, "mol_weight_g_mol": 708.83, "homo_energy_ev": -2.43, "lumo_energy_ha": 0.0777, "total_charge": -1, "multiplicity": 1, "species": ["C", "C", "C", "C", "C", "C", "C", "C", "C", "C", "C", "C", "C", "I", "H", "H", "H", "H", "H", "H", "H", "H", "H", "H", "H", "H", "H", "H", "H", "H", "H", "H", "H", "H", "H", "H", "H", "H", "H", "H", "C", "O", "C", "C", "N", "C", "C", "O", "C", "H", "H", "H", "H", "H", "H", "H", "H", "H", "H", "H", "H", "H", "H", "H", "C", "O", "C", "C", "N", "C", "C", "O", "C", "H", "H", "H", "H", "H", "H", "H", "H", "H", "H", "H", "H", "H", "H", "H", "C", "O", "C", "C", "N", "C", "C", "O", "C", "H", "H", "H", "H", "H", "H", "H", "H", "H", "H", "H", "H", "H", "H", "H"], "positions_angstrom": [[6.1796, -0.5412, 1.9847], [6.0453, -0.4835, 0.4633], [5.2725, 0.7373, -0.0306], [3.7778, 0.7202, 0.3505], [2.8352, 1.0267, -0.8223], [1.5554, 1.7700, -0.4343], [0.7853, 1.1397, 0.7290], [-0.6960, 1.5529, 0.7634], [-1.6385, 0.5870, 0.0340], [-3.0641, 0.5776, 0.5827], [-3.9116, -0.5324, -0.0529], [-5.4250, -0.3496, 0.1005], [-6.2405, -1.1817, -0.8805], [-6.3691, -3.2371, 0.0053], [5.2759, -0.9310, 2.4547], [6.3761, 0.4503, 2.3982], [7.0031, -1.1916, 2.2852], [7.0351, -0.5000, -0.0012], [5.5283, -1.3804, 0.1070], [5.3670, 0.7964, -1.1195], [5.7490, 1.6415, 0.3617], [3.5862, 1.4381, 1.1516], [3.5448, -0.2632, 0.7678], [3.3753, 1.6223, -1.5637], [2.5575, 0.1007, -1.3366], [0.8929, 1.7976, -1.3049], [1.8026, 2.8096, -0.1944], [1.2557, 1.4081, 1.6792], [0.8523, 0.0494, 0.6529], [-1.0330, 1.6662, 1.7975], [-0.7785, 2.5491, 0.3135], [-1.2422, -0.4317, 0.1181], [-1.6635, 0.8173, -1.0358], [-3.0063, 0.3899, 1.6575], [-3.5463, 1.5472, 0.4189], [-3.6255, -1.4785, 0.4211], [-3.6870, -0.6223, -1.1207], [-5.6678, -0.5341, 1.1619], [-5.6708, 0.7054, -0.0933], [-7.2934, -0.8889, -0.7795], [3.7027, 0.6237, -4.5631], [3.7950, 1.9265, -4.0264], [5.0597, 2.5530, -4.1742], [4.9846, 3.7240, -5.1295], [4.7229, 3.2816, -6.4893], [4.4726, 4.3471, -7.4509], [3.2729, 5.2616, -7.2244], [2.0198, 4.6293, -7.3904], [1.5072, 3.9775, -6.2430], [2.7698, 0.1940, -4.2026], [3.6897, 0.6217, -5.6590], [4.5326, -0.0053, -4.2253], [5.8078, 1.8280, -4.5107], [5.3620, 2.9229, -3.1896], [5.9440, 4.2523, -5.1098], [4.2225, 4.4152, -4.7436], [3.9408, 2.6399, -6.4876], [4.3530, 3.8837, -8.4332], [5.3693, 4.9754, -7.5032], [3.3141, 6.0466, -7.9840], [3.3146, 5.7569, -6.2461], [1.7609, 4.5199, -5.3273], [1.8694, 2.9498, -6.1513], [0.4231, 3.9466, -6.3424], [-0.8001, 3.3760, 7.2526], [-1.1263, 2.0845, 7.7165], [-2.3233, 2.0062, 8.4791], [-3.4124, 1.2641, 7.7354], [-3.8768, 2.0199, 6.5853], [-4.8329, 1.3243, 5.7281], [-4.3883, 0.0369, 5.0446], [-3.4045, 0.2252, 4.0486], [-2.0669, 0.2575, 4.4941], [0.2002, 3.3213, 6.8261], [-1.4897, 3.7312, 6.4791], [-0.7955, 4.1040, 8.0709], [-2.6658, 3.0103, 8.7504], [-2.0899, 1.4635, 9.3995], [-4.2550, 1.1153, 8.4195], [-3.0232, 0.2694, 7.4769], [-3.0816, 2.3056, 6.0292], [-5.1394, 2.0215, 4.9454], [-5.7256, 1.1025, 6.3235], [-5.2568, -0.3751, 4.5257], [-4.0529, -0.7215, 5.7641], [-1.9140, -0.3946, 5.3601], [-1.7357, 1.2695, 4.7528], [-1.4417, -0.0976, 3.6736], [0.9168, -6.2171, -0.3635], [-0.3432, -6.4941, 0.1991], [-0.9266, -5.4068, 0.9158], [-2.1249, -4.8304, 0.1977], [-1.7366, -4.1705, -1.0377], [-2.8604, -3.6673, -1.8300], [-3.8678, -4.6686, -2.3712], [-3.3787, -5.4858, -3.4361], [-2.6680, -6.6294, -3.0293], [1.3154, -7.1572, -0.7441], [0.8593, -5.5012, -1.1912], [1.6109, -5.8188, 0.3854], [-0.1754, -4.6277, 1.0846], [-1.2456, -5.7926, 1.8879], [-2.5989, -4.0926, 0.8524], [-2.8554, -5.6378, 0.0498], [-1.1837, -4.8052, -1.5989], [-2.4498, -3.1118, -2.6771], [-3.4154, -2.9519, -1.2178], [-4.6937, -4.0900, -2.7869], [-4.3004, -5.2935, -1.5840], [-3.0782, -7.0522, -2.1061], [-1.6013, -6.4299, -2.8717], [-2.7547, -7.3747, -3.8224]], "forces_ev_per_angstrom": [[0.06, -0.11, -0.02], [-0.02, 0.03, -0.03], [-0.09, -0.06, -0.06], [0.08, 0.01, -0.02], [0.03, 0.16, -0.05], [0.00, -0.23, -0.02], [-0.12, 0.06, 0.03], [0.07, 0.06, -0.09], [0.03, 0.00, 0.06], [0.05, -0.37, -0.19], [-0.04, 0.21, 0.11], [0.17, -0.25, 0.18], [0.15, 0.28, -0.28], [-0.08, -0.17, 0.18], [-0.04, 0.11, 0.01], [0.01, 0.01, 0.00], [-0.03, -0.03, 0.00], [0.02, 0.07, 0.06], [0.06, -0.04, 0.00], [-0.03, -0.04, 0.00], [0.01, 0.01, -0.03], [0.06, 0.01, 0.04], [-0.12, 0.04, 0.04], [-0.07, 0.02, 0.00], [0.07, -0.07, 0.06], [0.04, 0.06, -0.03], [-0.06, 0.02, 0.04], [0.10, -0.01, -0.04], [-0.03, -0.02, 0.01], [0.01, -0.11, 0.03], [-0.08, 0.04, 0.10], [0.00, 0.00, 0.00], [0.04, -0.06, -0.02], [-0.15, 0.27, 0.05], [0.05, 0.06, 0.08], [0.01, -0.07, -0.14], [-0.03, 0.05, -0.01], [-0.06, 0.18, 0.05], [-0.03, -0.02, -0.14], [-0.03, -0.10, 0.13], [-0.03, -0.04, 0.06], [-0.01, 0.05, -0.13], [0.05, -0.01, 0.07], [-0.03, 0.00, -0.05], [-0.08, -0.01, 0.04], [0.06, -0.06, -0.02], [0.00, 0.07, -0.02], [0.02, -0.05, 0.02], [-0.05, -0.01, -0.04], [0.00, 0.01, 0.00], [0.04, 0.01, 0.00], [0.00, -0.01, 0.01], [0.00, 0.03, -0.05], [0.00, -0.03, 0.02], [-0.01, 0.02, -0.01], [0.01, 0.01, 0.03], [-0.02, 0.01, 0.01], [0.01, 0.01, 0.00], [0.00, 0.01, 0.01], [-0.01, 0.01, 0.01], [0.02, -0.04, 0.01], [0.01, 0.00, 0.01], [0.03, 0.01, 0.05], [0.01, 0.01, -0.01], [0.02, 0.00, 0.00], [0.00, 0.00, -0.05], [-0.02, 0.01, 0.07], [-0.01, 0.01, -0.06], [0.09, -0.01, -0.02], [-0.04, 0.08, 0.03], [-0.08, -0.08, -0.06], [0.07, 0.08, 0.09], [0.00, -0.04, -0.09], [0.00, -0.01, 0.00], [-0.03, 0.01, 0.03], [0.01, 0.01, 0.00], [-0.03, -0.01, -0.03], [0.02, 0.01, 0.00], [-0.01, -0.02, -0.02], [0.01, -0.01, 0.02], [0.01, -0.04, -0.02], [-0.02, -0.01, 0.01], [0.01, -0.01, 0.01], [0.02, -0.02, -0.01], [0.02, 0.05, 0.03], [0.01, 0.00, 0.01], [0.00, -0.01, 0.06], [-0.01, -0.01, 0.00], [-0.01, -0.01, -0.01], [0.02, -0.02, -0.04], [-0.01, 0.05, 0.07], [0.02, 0.03, -0.05], [0.07, -0.07, -0.01], [0.00, 0.08, 0.04], [-0.13, 0.15, -0.09], [0.11, -0.08, 0.03], [-0.04, 0.03, -0.06], [-0.01, 0.00, 0.00], [-0.01, 0.04, 0.03], [0.02, 0.00, 0.00], [-0.02, 0.02, -0.02], [0.02, -0.02, 0.00], [-0.05, 0.00, -0.03], [-0.01, -0.01, 0.03], [-0.05, -0.06, 0.00], [0.00, 0.01, 0.01], [0.00, -0.06, -0.06], [-0.01, -0.03, -0.01], [0.07, -0.03, 0.01], [0.01, 0.00, 0.02], [0.00, -0.01, 0.04], [0.00, 0.00, 0.00]], "lowdin_charge": [-0.116, -0.278, -0.223, -0.203, -0.214, -0.216, -0.220, -0.212, -0.218, -0.217, -0.275, -0.490, -0.631, 0.420, 0.067, 0.070, 0.063, 0.098, 0.106, 0.093, 0.107, 0.108, 0.107, 0.084, 0.116, 0.110, 0.113, 0.100, 0.109, 0.091, 0.108, 0.109, 0.111, 0.086, 0.111, 0.079, 0.095, 0.063, 0.089, -0.087, -0.110, -0.213, -0.221, -0.219, -0.052, -0.205, -0.233, -0.180, -0.097, 0.090, 0.080, 0.088, 0.123, 0.119, 0.123, 0.107, 0.076, 0.118, 0.115, 0.119, 0.109, 0.089, 0.074, 0.089, -0.121, -0.194, -0.222, -0.224, -0.053, -0.197, -0.218, -0.190, -0.103, 0.087, 0.081, 0.085, 0.119, 0.119, 0.123, 0.106, 0.074, 0.121, 0.116, 0.126, 0.112, 0.087, 0.076, 0.083, -0.132, -0.195, -0.217, -0.218, -0.046, -0.203, -0.250, -0.187, -0.127, 0.083, 0.078, 0.083, 0.117, 0.118, 0.120, 0.111, 0.066, 0.121, 0.063, 0.106, 0.077, 0.087, 0.070, 0.080]}



(4)
{"formula": "C23H32N2O4", "method": "ωB97M-V/def2-TZVPD", "homo_lumo_gap_ev": 7.98, "fmax_ha_per_bohr": 0.01141, "relative_energy_ev": 2.336, "mol_weight_g_mol": 400.52, "homo_energy_ev": -7.35, "lumo_energy_ha": 0.0232, "multiplicity": 1, "species": ["C", "H", "H", "H", "C", "N", "C", "O", "C", "H", "H", "C", "C", "C", "C", "C", "C", "C", "H", "H", "N", "C", "H", "H", "H", "C", "H", "H", "H", "H", "H", "C", "C", "C", "C", "C", "C", "O", "C", "H", "H", "H", "H", "O", "C", "H", "H", "H", "H", "O", "H", "H", "C", "C", "H", "H", "H", "H", "H", "H", "H"], "positions_angstrom": [[5.2750, 3.0479, 1.5124], [4.9510, 2.7757, 2.5138], [5.0018, 4.0830, 1.3202], [6.3576, 2.9656, 1.4655], [4.6494, 2.1078, 0.4876], [3.1974, 2.0786, 0.5570], [2.6044, 0.9677, 1.0445], [3.2737, 0.0210, 1.4461], [1.0915, 0.9209, 1.1045], [0.6292, 1.5437, 0.3442], [0.7964, 1.2789, 2.0947], [0.6101, -0.5242, 0.9284], [-0.8615, -0.7292, 1.2109], [-1.3537, -2.0308, 1.1636], [-2.6807, -2.3102, 1.4016], [-3.5942, -1.2889, 1.6891], [-3.0959, 0.0137, 1.7412], [-1.7582, 0.2827, 1.5101], [-1.4345, 1.3114, 1.5490], [-3.7543, 0.8426, 1.9501], [-4.9176, -1.5935, 1.9851], [-5.6303, -2.5610, 1.1836], [-4.9403, -3.2301, 0.6800], [-6.2900, -3.1536, 1.8226], [-6.2458, -2.0660, 0.4191], [-5.7786, -0.5634, 2.5097], [-6.1031, 0.1590, 1.7464], [-5.2712, -0.0310, 3.3123], [-6.6675, -1.0403, 2.9249], [-3.0068, -3.3392, 1.3862], [-0.6743, -2.8414, 0.9398], [0.9223, -1.0258, -0.4696], [1.9379, -1.9602, -0.7070], [2.0940, -2.5190, -1.9692], [1.2746, -2.1357, -3.0199], [0.3108, -1.1550, -2.8187], [0.1449, -0.6067, -1.5527], [-0.7672, 0.3827, -1.2893], [-1.8010, 0.6151, -2.2092], [-2.4972, 1.2848, -1.7050], [-2.3211, -0.3111, -2.4716], [-1.4356, 1.0996, -3.1223], [-0.3063, -0.8183, -3.6339], [1.5065, -2.7554, -4.2145], [0.7081, -2.4124, -5.3179], [-0.3514, -2.6185, -5.1308], [1.0544, -3.0387, -6.1390], [0.8295, -1.3592, -5.5944], [2.8617, -3.2567, -2.1296], [2.7845, -2.3789, 0.2607], [2.9397, -1.6555, 0.9031], [1.1570, -1.1472, 1.6464], [2.4962, 3.2531, 0.0798], [1.9148, 4.1181, 1.1979], [1.1372, 3.5885, 1.7393], [2.6892, 4.4033, 1.9043], [1.4841, 5.0207, 0.7714], [3.2160, 3.8453, -0.4899], [1.6993, 2.9569, -0.6098], [4.9924, 1.0881, 0.6728], [4.9455, 2.4008, -0.5252]], "forces_ev_per_angstrom": [[-0.11, -0.15, -0.19], [-0.02, 0.00, 0.12], [0.00, 0.13, 0.03], [0.12, 0.05, 0.02], [0.36, -0.15, 0.14], [0.23, -0.11, -0.08], [-0.28, 0.28, -0.17], [0.16, -0.37, 0.25], [-0.02, -0.42, 0.12], [-0.03, 0.12, 0.08], [0.00, 0.13, -0.01], [0.08, 0.11, -0.14], [-0.08, 0.05, 0.32], [-0.05, 0.14, 0.02], [-0.05, -0.06, -0.09], [0.28, 0.09, 0.02], [-0.32, -0.01, 0.02], [0.25, -0.21, 0.03], [0.07, 0.12, -0.02], [-0.10, 0.04, 0.03], [-0.26, -0.03, 0.19], [-0.03, -0.07, 0.00], [-0.04, -0.03, -0.01], [-0.02, -0.03, -0.09], [0.00, -0.03, -0.04], [0.11, -0.04, 0.01], [0.00, 0.04, 0.00], [-0.05, 0.06, 0.02], [-0.01, 0.05, 0.00], [-0.04, -0.08, 0.03], [0.08, -0.10, -0.03], [0.05, 0.16, 0.23], [-0.15, 0.14, -0.36], [0.03, -0.13, -0.10], [0.20, -0.08, 0.32], [-0.34, 0.14, -0.35], [0.22, -0.07, 0.00], [0.52, -0.27, 0.06], [-0.24, 0.08, -0.20], [0.00, -0.03, -0.07], [0.03, 0.02, 0.01], [-0.02, -0.05, 0.05], [-0.06, 0.04, -0.08], [0.13, 0.02, 0.36], [-0.14, 0.07, -0.17], [0.04, 0.02, 0.00], [-0.06, 0.07, 0.03], [-0.02, -0.04, 0.02], [0.14, -0.10, -0.03], [-0.02, -0.10, 0.13], [-0.04, 0.03, -0.14], [-0.09, 0.13, -0.15], [-0.41, 0.25, 0.08], [0.11, -0.09, -0.23], [-0.10, -0.04, 0.07], [0.07, 0.04, 0.08], [-0.08, 0.12, 0.00], [-0.06, -0.11, -0.02], [0.13, 0.07, -0.02], [-0.02, 0.20, -0.14], [-0.05, -0.05, 0.05]], "lowdin_charge": [-0.072, 0.081, 0.063, 0.073, -0.198, -0.059, -0.400, 0.035, -0.052, 0.104, 0.135, -0.191, -0.193, -0.015, -0.016, -0.245, -0.023, -0.037, 0.108, 0.094, -0.212, -0.075, 0.071, 0.087, 0.088, -0.094, 0.091, 0.086, 0.085, 0.104, 0.127, -0.064, -0.257, 0.063, -0.266, 0.036, -0.202, -0.097, -0.074, 0.094, 0.103, 0.093, 0.091, -0.079, -0.095, 0.095, 0.092, 0.094, 0.128, 0.057, 0.069, 0.150, -0.204, -0.061, 0.062, 0.067, 0.076, 0.120, 0.117, 0.117, 0.123]}



Number 1: electronic energy -21991.676 eV. Number 2: electronic energy -8963.473 eV. Number 3: electronic energy -58150.108 eV. Number 4: electronic energy -35540.506 eV.